No. 1
Molecular formula: C5H11NOS
Method: DFT, ωB97M-V with the def2-TZVPD basis set

Summary:
Total energy, a.u.: -725.2384
Structure (SMILES): CO[C@@H](CN)[C@@H]1CS1
ΔE to the lowest compared entry with this formula, charge and spin, kJ/mol: 227.0

```
! wB97M-V def2-TZVPD RIJCOSX def2/J DEFGRID3
* xyz 0 1
C -1.8519 -1.3763 -0.0235
C -0.1269 0.1238 -0.6343
C -0.0036 1.6996 -0.6641
C 1.0671 -0.7411 -0.3877
C 1.6952 -0.8398 0.9890
H -1.1330 -2.2141 -0.1542
H -2.4900 -1.5862 0.8141
H -2.4946 -1.3300 -0.9590
H -0.4113 -0.0703 -1.6469
H -0.8480 2.0492 -1.2826
H 0.8849 1.9476 -1.2568
H 0.8243 2.1427 1.2271
H -0.8058 1.8907 1.1442
H 0.9809 -1.6928 -0.9133
H 1.2860 -0.2235 1.7847
H 1.8861 -1.8684 1.2759
N -0.0336 2.3521 0.6799
O -1.2088 -0.1627 0.2654
S 2.7829 -0.1006 -0.2579
*
```

Results of the natural (NBO) charge analysis, in e, for atoms 1 through 6: atom 1 (C): -0.24, atom 2 (C): 0.05, atom 3 (C): -0.22, atom 4 (C): -0.32, atom 5 (C): -0.49, atom 6 (H): 0.16


No. 2
Molecular formula: C5H11NOS
Method: DFT, ωB97M-V with the def2-TZVPD basis set

Summary:
Total energy, a.u.: -725.2844
Structure (SMILES): CC(=O)NCCCS
ΔE to the lowest compared entry with this formula, charge and spin, kJ/mol: 106.2

```
! wB97M-V def2-TZVPD RIJCOSX def2/J DEFGRID3
* xyz 0 1
O 1.4987 3.1443 0.0930
C 1.1901 2.0453 0.5036
N 0.0797 1.3912 0.0372
C -0.2933 0.0110 0.3721
C -1.2740 -0.5275 -0.6264
C -1.2623 -2.0846 -0.7250
S -1.3497 -2.7087 -2.4489
C 1.9279 1.3274 1.5885
H -0.1956 1.6334 -0.9027
H 0.5955 -0.6097 0.5192
H -0.6826 0.0116 1.3995
H -2.3307 -0.2545 -0.5426
H -1.0662 -0.1316 -1.6241
H -0.3144 -2.4159 -0.3493
H -2.1004 -2.4609 -0.1449
H -0.8521 -1.5873 -2.9759
H 1.2837 0.9705 2.4001
H 2.4551 0.4204 1.2628
H 2.6906 1.8256 2.1637
*
```

Results of the natural (NBO) charge analysis, in e, for atoms 1 through 6: atom 1 (O): -0.59, atom 2 (C): 0.68, atom 3 (N): -0.62, atom 4 (C): -0.22, atom 5 (C): -0.42, atom 6 (C): -0.50


No. 3
Molecular formula: C5H11NOS
Method: DFT, ωB97M-V with the def2-TZVPD basis set

Summary:
Total energy, a.u.: -725.1892
ΔE to the lowest compared entry with this formula, charge and spin, kJ/mol: 356.4

```
! wB97M-V def2-TZVPD RIJCOSX def2/J DEFGRID3
* xyz 0 1
C 3.2736 -0.6295 -0.1079
C 2.1590 -0.4218 0.5290
C -0.4514 -0.7870 -0.9459
C -1.6727 1.0689 0.4390
C -0.4650 0.0626 0.2968
N -3.0032 0.4356 0.2406
O 1.6219 1.8194 -0.7640
S 1.1198 1.1739 0.4662
H 3.7878 -1.6036 -0.0530
H 3.6048 0.1070 -0.8943
H 1.6714 -0.9565 1.3391
H 0.5356 -1.2256 -0.9468
H -1.2662 -1.5719 -0.7896
H -0.7072 -0.2874 -1.8534
H -1.6606 1.8960 -0.2820
H -1.6883 1.7150 1.4924
H -2.9454 -0.2631 -0.4442
H -0.5069 -0.5311 1.2509
H -3.4070 -0.0011 1.0270
*
```

Results of the natural (NBO) charge analysis, in e, for atoms 1 through 6: atom 1 (C): -0.40, atom 2 (C): -0.39, atom 3 (C): -0.65, atom 4 (C): -0.24, atom 5 (C): -0.39, atom 6 (N): -0.83


Number 1: gap between HOMO and LUMO 9.822 eV. Number 2: gap between HOMO and LUMO 10.101 eV. Number 3: gap between HOMO and LUMO 9.740 eV.